{"formula": "C17H27N3O9P2S2", "method": "ωB97M-V with the def2-TZVPD basis set", "elements": ["N", "C", "C", "C", "C", "C", "C", "C", "N", "S", "N", "C", "C", "C", "C", "C", "S", "O", "O", "O", "C", "P", "P", "O", "O", "O", "H", "H", "H", "H", "H", "H", "H", "H", "H", "H", "H", "H", "H", "H", "H", "H", "H", "H", "H", "H", "H", "C", "C", "C", "O", "C", "O", "O", "H", "H", "H", "H", "H", "H"], "positions_angstrom": [[4.5074, -2.0137, 0.7618], [3.0608, -2.1574, 0.4711], [2.6143, -1.3293, -0.7426], [1.6277, -0.1854, -0.4143], [0.2309, -0.5050, -0.9534], [-0.8849, 0.3979, -0.4960], [-0.6530, 1.3992, 0.3770], [-1.7055, 2.2758, 0.7355], [-1.6201, 3.3249, 1.5615], [-3.0928, 3.9629, 1.6148], [-3.8895, 2.9934, 0.6298], [-3.0066, 2.0869, 0.1886], [-3.2797, 1.0255, -0.7206], [-4.6913, 0.8872, -1.2285], [-5.4535, -0.3468, -0.6842], [-5.0474, -0.7339, 0.7450], [-6.3673, -1.2133, 1.8572], [-6.1255, -2.5628, 2.2722], [-6.5331, -0.2106, 2.8585], [-7.6999, -1.1888, 0.9898], [-2.2254, 0.2208, -1.0459], [-2.4048, -1.1053, -2.2829], [-2.7072, -2.9039, -1.0921], [-4.1234, -3.2998, -1.0472], [-2.0872, -2.6115, 0.3503], [-1.7987, -4.0475, -1.7461], [5.0354, -2.6939, 0.2296], [4.6322, -2.2415, 1.7405], [2.8308, -3.2164, 0.3161], [2.5309, -1.7991, 1.3530], [2.1695, -1.9654, -1.5122], [3.5098, -0.8915, -1.1870], [1.6296, 0.0177, 0.6565], [1.9882, 0.6990, -0.9361], [0.0073, -1.5539, -0.7408], [0.2825, -0.4115, -2.0434], [0.3244, 1.5871, 0.7978], [-4.6841, 0.8500, -2.3196], [-5.2452, 1.7803, -0.9509], [-6.5116, -0.0861, -0.7002], [-5.3550, -1.2044, -1.3497], [-4.4139, -1.6183, 0.7184], [-4.5313, 0.0718, 1.2630], [-7.6908, -1.9358, 0.3718], [-3.7294, -1.0132, -2.7154], [-1.8801, -3.4274, 0.8276], [-1.2070, -3.7135, -2.4321], [7.8905, 3.2192, 0.5176], [6.4476, 2.8167, 0.6708], [6.2056, 1.3685, 1.0407], [4.9077, 1.1360, 0.4844], [4.7643, 1.9660, -0.5717], [3.8912, 1.8794, -1.3746], [5.7486, 2.8935, -0.5885], [8.3985, 2.5688, -0.1952], [7.9656, 4.2396, 0.1440], [8.4017, 3.1617, 1.4785], [5.9349, 3.4816, 1.3717], [6.1930, 1.1878, 2.1122], [6.9143, 0.6878, 0.5637]], "e_homo_ev": -8.8, "gap_ev": 8.24, "e_above_lowest_kcal_mol": 0.0, "max_force_ha_per_bohr": 0.026, "lumo_energy_ev": -0.599}